(1)
Here is the molecule C5H4N2O from the Open Molecules 2025 dataset. Energies are from the ωB97M-V functional and the def2-TZVPD basis.

ORCA input file:
```
! wB97M-V def2-TZVPD RIJCOSX def2/J DEFGRID3
* xyz 0 1
C 1.248 1.189 0.000
C 2.018 0.014 0.000
C -0.044 0.711 0.000
C -1.244 -1.153 0.000
C -2.051 -0.070 0.000
N 1.285 -1.092 0.000
N 0.035 -0.654 0.000
O -1.331 1.090 0.000
H 1.587 2.202 0.000
H 3.087 -0.062 0.000
H -1.472 -2.196 0.000
H -3.117 0.021 0.000
*
```

Output
SMILES string   c1cc2occn2n1

(2)
Here is a structure of composition C5H4N2O2 from the Open Molecules 2025 dataset. Energies are from the ωB97M-V functional and the def2-TZVPD basis.

ORCA input file:
```
! wB97M-V def2-TZVPD RIJCOSX def2/J DEFGRID3
* xyz 0 1
C -0.979 -0.972 0.257
C -0.492 0.437 0.230
C 0.731 0.866 -0.248
C 1.918 0.151 -0.254
C 2.838 -0.696 0.005
H -2.491 -0.181 -0.774
H -0.122 -1.594 0.156
H -1.353 -1.310 1.311
H 3.616 -1.564 0.078
N -0.697 2.554 -0.058
N 0.479 2.263 -0.370
O -2.100 -1.360 -0.581
O -1.348 1.408 0.249
*
```

no.,largest force on an atom (eV/A),frontier orbital gap (eV)
1,1.61,9.56
2,7.56,9.75